This record from the OMol25 dataset describes the molecule CH2IP at a distorted geometry. The level of theory is the ωB97M-V functional and the def2-TZVPD basis.

Last column: Löwdin charge in e.
Cartesian coordinates (Å):
C -0.1678 0.6708 0.3558  -0.38
P 0.4016 -0.0973 -1.2889  0.28
I 0.7224 -2.3710 -0.5405  0.21
H -0.5372 1.6877 0.2672  -0.04
H -0.4191 0.1098 1.2064  -0.06

Output
Structure (SMILES): C=PI
E_HOMO (spin up / spin down): -0.325 / -0.325 hartree
2S+1: 1
LUMO energy (spin up / spin down): -0.86 / -0.86 eV
Frontier orbital gap (spin up / spin down): 7.97 / 7.97 eV
E_tot: -18457.3526 eV